18
Properties=species:S:1:pos:R:3 method="wB97M-V/def2-TZVPD" total_energy_ev=-8896.961 largest_force_ha_per_bohr=0.067 smiles=CCC[C@@]1(C)NO1 homo_ev=-9.37 lumo_ev=1.01
H 2.6370 0.6319 -1.5618
C 0.1275 0.3896 0.8260
H 0.4041 1.3395 1.2053
H -0.3290 0.7065 -1.2483
H 3.2692 -1.5929 0.0243
N 2.0098 0.9738 -0.8072
C 2.1873 -1.4661 0.0305
H -1.8793 2.1142 -0.1064
C -2.1767 1.0747 -0.0299
C 1.7219 -0.0239 0.2024
H -2.9565 0.9718 -0.6799
H 1.9690 -2.1381 0.8971
O 2.6694 1.0333 0.4280
H 1.6369 -1.8613 -0.8805
H -0.9393 -0.7712 -0.5312
C -0.8663 0.2500 -0.3235
H -2.6178 1.1647 0.9894
H -0.3161 -0.1478 1.8087

---

144
Properties=species:S:1:pos:R:3 method="wB97M-V/def2-TZVPD" total_energy_ev=-75634.236 largest_force_ha_per_bohr=0.044 smiles=COCCOC.COCCOC.COCCOC.COCCOC.COCCOC.COCCOC.COCCOC.COCCOC.COCCOC homo_ev=-9.12 lumo_ev=0.42
H -2.5199 -1.1324 0.4181
H 2.7171 4.9494 -1.6642
H -7.6846 0.4811 -1.4724
H 1.9457 6.1752 -0.6636
O 1.1135 1.7432 0.4485
H -3.2626 -3.9087 -1.1286
C -4.3124 -0.0764 4.5337
H 1.7392 8.4058 -2.0076
H 3.3329 -7.0629 -1.6288
C 0.9304 1.3565 -0.8925
H -4.6656 2.2814 1.1018
C -1.0854 1.7922 2.6907
C 2.2068 5.9109 -1.6969
C -0.7934 -7.5938 1.4578
H 2.9366 2.6629 -3.7543
H 4.7500 1.3415 0.8675
H 4.0085 6.9989 5.0589
O 4.6401 5.5999 3.8175
H -7.4185 -1.2946 -1.4247
H 4.3722 3.5821 -4.0678
H 3.9559 8.4619 -4.1193
H -3.3684 -6.4468 -3.6716
H -0.3227 1.0655 2.4250
H 3.5395 -3.1517 -0.6162
H -2.3033 -4.8403 3.4165
C 3.1394 -3.7971 -1.4032
H 4.2634 5.4311 1.7680
C 4.6991 -0.0598 -2.1053
H 1.7360 3.7192 0.0332
H -2.8958 1.2916 6.1362
O -4.5803 1.2230 5.0327
H 0.4250 -5.0209 -3.9229
H 3.6334 4.1372 2.8160
H 5.8836 8.6116 -2.8679
H -1.7275 -4.5699 -1.5026
H 2.9886 2.5442 0.5066
H 1.6910 7.0688 4.4908
C 5.2901 8.7847 -1.9652
H 6.1652 0.5841 0.1164
H 4.3665 -0.3704 -4.1891
H 1.7380 7.6206 -3.6627
H -4.3708 -8.2761 -2.4922
H -0.5553 2.7092 2.9742
H -2.9698 -1.9904 2.9635
C 0.4464 5.6304 2.7498
C 5.0720 0.6181 0.1209
C -1.6413 -1.1536 -0.2164
O -1.7955 -3.3938 2.0479
H -1.6524 2.0180 1.7833
O 4.1669 9.5772 -2.3565
H -1.8035 3.0949 4.8004
C -2.5631 -4.5337 2.3962
H -0.3193 -7.2600 0.5330
H -2.9155 -8.8285 -3.1678
H -3.6338 -4.3147 2.3817
H -5.3099 -0.5125 4.4816
H 4.6421 -0.3482 0.4066
C 2.3408 7.9813 -2.8182
H 1.8889 3.2079 1.6830
O -0.9720 0.0790 -0.2694
H 0.1938 -0.4023 -1.9514
C -4.9544 1.3949 0.5432
H 3.3273 -5.9537 -2.9608
C 4.1400 0.3914 -3.4414
H 0.1911 5.2402 1.7636
H 1.9485 -4.0666 -3.7210
H -2.9229 -4.1965 -2.8085
O 4.7118 1.5919 -3.9054
H 4.0852 2.9695 -2.4284
H -5.2735 -1.9378 -2.5680
H 3.9165 7.4579 3.3712
C 1.9462 2.8455 0.6569
O 4.5788 0.9719 -1.1513
H 1.8727 -6.1344 -1.8438
C -1.9085 -9.6720 -1.2184
C -3.4629 1.9800 5.4903
H -1.6103 -5.2238 0.5875
H -4.2596 0.5607 0.6873
H -1.6164 -8.3046 1.3426
C -2.8958 -6.7709 -2.7363
H -7.6429 -0.3893 0.8117
H 5.0135 7.8616 -1.4673
H -6.0001 -1.0328 0.6767
H -4.5980 -1.3459 -1.0114
C -3.2885 -8.1796 -2.3628
H -0.0970 6.5632 2.9179
O 3.0501 6.8646 -2.2979
O -1.8570 1.3302 3.7752
C -2.7789 -4.6181 -1.8064
H -3.6968 -0.6959 5.1947
H 0.3211 2.1245 -1.3807
C 0.2520 0.0038 -0.9343
H -4.8594 1.6770 -0.5149
C 0.8777 -4.1171 -3.5253
H -1.8810 -1.5042 -1.2320
C -6.9918 -0.3092 -1.1862
H 1.5442 -2.3682 -1.6108
H 3.5945 -3.4213 -2.3290
H -2.9189 -6.3074 1.2121
H 0.4033 -3.2282 -3.9485
H -3.8377 -0.0227 3.5541
C -6.6782 -0.2565 0.3097
C -2.0795 -5.6516 1.4754
C 3.3722 8.9838 -3.3549
C 2.9541 -6.0876 -1.9417
O -1.1818 -6.4656 2.2124
H 1.2636 5.8230 -2.2477
H 3.0473 0.4468 -3.3660
H -1.8183 -6.5813 -2.8393
C -4.8865 -1.0692 -2.0289
H -1.2361 -1.4991 2.7545
H -0.9701 -1.9534 0.1262
C 3.9996 2.7339 -3.4905
H 2.7951 9.7641 -3.8540
H -3.1158 2.9573 3.6164
C -1.9232 -2.3140 2.9574
H 0.9136 -0.6467 -0.3376
H -3.8157 2.7876 6.1235
C 3.7149 6.6405 4.0724
C 1.6481 -3.4310 -1.3640
H 5.7871 -0.2049 -2.2304
H 4.3575 -1.0438 -1.7585
H -2.3318 -10.6203 -1.5719
H -1.1775 -9.4532 -2.0064
H 0.0831 4.8647 3.4468
C 2.2585 6.2180 4.0982
H 1.9076 1.2581 -1.3802
H -3.9987 -0.6489 -2.4958
O 0.6822 -4.1579 -2.1086
O 3.5237 -5.1083 -1.0846
O 1.8430 5.7696 2.8325
O -6.3011 1.0247 0.7699
H -1.7022 -2.7151 3.9546
C 4.4706 4.8194 2.6493
H 2.1894 5.4226 4.8506
H -0.0762 -8.1546 2.0619
O -5.8730 -0.0546 -2.0197
H 1.2608 -3.5037 -0.3456
C -2.5477 2.4068 4.3747
H -1.4005 -9.8384 -0.2752
H 5.3827 4.2354 2.5507
H 5.8852 9.3946 -1.2867
O -2.8404 -8.6201 -1.1136
O -3.3240 -5.9010 -1.6880

---

40
Properties=species:S:1:pos:R:3 method="wB97M-V/def2-TZVPD" total_energy_ev=-42382.953 largest_force_ha_per_bohr=0.095 charge=+2 homo_ev="-15.33 / -15.33" lumo_ev="-10.79 / -10.77"
C -3.1892 -0.0793 -1.1850
C 1.2942 2.2413 1.7016
C 2.3371 -0.5541 -2.5567
H 1.2189 2.9020 2.5753
C 1.4745 0.4436 3.9511
H 2.3727 0.0784 -3.4568
H 2.5714 0.3919 3.9726
H 1.1287 1.3276 4.5049
C -1.8793 -0.6080 -1.1015
C -2.9382 0.9063 1.0039
Cl 0.0530 -2.9931 1.4241
H 2.5707 -1.5981 -2.8148
P 0.9333 0.5393 2.2244
H 1.1603 1.4897 -2.7969
H 0.4816 -2.3125 -2.8495
H -1.5966 -2.5080 -2.0494
H -1.1551 1.5325 2.8606
H -2.0646 -1.2141 -3.1338
C -3.6990 0.7043 -0.1474
C 0.0311 -1.3099 -2.7854
H 1.0645 -0.4716 4.4000
H 3.8880 -2.8255 1.3536
C -1.4188 -1.4407 -2.2754
N 0.9513 -0.4520 -1.9403
C -1.1027 -0.3348 0.0168
H 0.6018 2.5735 0.9178
H 2.3217 2.2656 1.3114
H 3.0942 -0.1963 -1.8373
H -4.6903 1.1491 -0.2325
C -0.9001 0.5689 2.3939
H 0.6682 1.5199 -1.0851
C -1.6402 0.3689 1.0919
H 0.0474 -0.8641 -3.7957
C 0.5270 0.9934 -2.0465
H -1.1320 -0.2417 3.1069
H -3.3271 1.4833 1.8415
H -0.5270 1.0716 -2.3382
Pb 1.1283 -1.1359 0.0807
H -3.7854 -0.2670 -2.0765
H 3.1258 -3.1448 1.7720

---

12
Properties=species:S:1:pos:R:3 method="wB97M-V/def2-TZVPD" total_energy_ev=-18621.020 largest_force_ha_per_bohr=0.048 homo_ev=-9.11 lumo_ev=0.18
H 0.0419 1.2736 1.4468
O 0.1218 -1.7785 3.3243
O 0.3189 0.3903 1.8426
O -1.9288 -0.7256 1.3624
P -0.3752 -2.1658 2.0298
C -0.1031 -0.3494 -0.3963
C -0.3241 -0.5640 1.0570
H 1.9302 -0.5427 -0.0881
H -2.2704 0.1617 1.5312
H -0.9778 -0.1759 -1.1266
C 1.1535 -0.4432 -0.8414
H 1.3708 -0.1716 -1.8654

---

19
Properties=species:S:1:pos:R:3 method="wB97M-V/def2-TZVPD" total_energy_ev=-9816.937 largest_force_ha_per_bohr=0.083 charge=+1 homo_ev=-13.77 lumo_ev=-2.76
H -2.6977 4.3294 -0.3171
H 2.4323 -1.5296 -0.7528
C -1.5762 2.7859 0.5142
N -0.2032 -0.4885 -0.6844
H -1.5639 3.4468 -1.3601
H 1.3132 -0.0930 0.4356
N -1.9558 3.6349 -0.4642
O -1.0388 1.6985 0.3600
H 1.1195 -2.5336 -1.0796
C 0.8560 -1.0583 0.3558
N 0.1085 -1.4543 1.4540
H -1.7945 3.0507 1.5137
H -1.0697 -1.0509 -0.6737
H -0.5892 -0.8763 1.8649
C 1.6721 -2.1036 -0.3718
H 0.0217 -0.6592 -1.6594
H -0.4906 0.5213 -0.7279
H 2.0768 -2.7659 0.3444
H -0.0332 -2.3683 1.6677

---

61
Properties=species:S:1:pos:R:3 method="wB97M-V/def2-TZVPD" total_energy_ev=-93868.540 largest_force_ha_per_bohr=0.101 homo_ev=-8.62 lumo_ev=-4.30
H -0.9961 -1.9511 -3.7398
O 2.5826 -0.8746 3.6802
C 4.7185 -2.0142 2.8012
H 5.3999 -2.9258 2.9175
F 3.7568 6.6980 -2.1129
H -4.8584 -1.0010 2.1490
H 3.9955 -1.8235 4.8953
N 0.9069 -5.2886 1.4240
H 4.2884 -2.0625 1.7282
F -0.4571 -4.5527 -1.3912
H 5.3222 -1.0335 2.8352
C 0.4285 -2.8104 0.1809
C -1.7596 -0.9367 -0.9273
F 4.5314 5.9480 -0.1800
C 3.4964 -1.9881 3.8631
C -4.1154 -0.5613 1.3771
C -0.5998 -3.2208 -0.8955
H -4.3221 0.5591 1.3291
P 3.2924 6.8875 -0.5858
F -0.8233 4.2605 0.5225
F 1.2057 2.3534 1.1964
C -1.8767 -2.6754 -3.8812
F 2.6388 5.7253 0.2962
C 0.2898 2.0257 0.1374
C -4.4661 -1.1765 -0.0961
C -0.1847 3.4308 -0.4593
F -2.1899 1.7504 0.6593
H 1.1263 -6.1571 0.9132
C -2.5438 -2.9376 -2.4216
C -0.8178 -0.3429 0.1855
C -0.9213 1.1274 0.7790
H -3.0568 -0.8318 1.7231
P 1.7300 -4.0550 0.7608
H -5.6139 -1.3386 -0.0437
H -2.7028 1.0726 -1.6014
C 1.4161 -0.9221 1.7912
C -2.9026 -0.0688 -1.6137
F 2.5894 7.9283 0.4159
H -1.4378 -3.6528 -4.2951
O -4.2520 -0.2690 -1.1866
C 0.3030 -1.3246 0.7088
H 2.5040 -4.6247 -0.3106
F -0.6860 4.5338 -2.5629
H 2.5602 -3.5345 1.8161
H -2.8667 -0.3198 -2.7489
F 4.3158 8.1238 -0.5190
O 1.3881 -1.2997 3.1746
F -0.8022 2.2723 -2.6469
F -2.4635 3.5312 -1.5900
O 2.3917 -0.2663 1.3539
H 2.9972 -3.0159 3.9160
C -1.0512 3.3766 -1.8029
N -1.6347 -2.3218 -1.3967
F 1.9239 6.9024 -1.4308
F -0.6751 1.1621 2.2030
F 1.0902 1.2531 -0.7774
H -3.6231 -2.5228 -2.3735
F 1.0147 4.1382 -0.7902
H -2.6563 -4.0699 -2.3216
F -2.8000 -2.0462 -4.7957
H -4.0480 -2.2422 -0.2355